# 1
68
Properties=species:S:1:pos:R:3:forces:R:3:mulliken_spin:R:1 method="wB97M-V/def2-TZVPD" s2=6.017 total_charge=+3 multiplicity=5 e_homo_ev="-16.63 / -16.63" de_lowest_kcal_mol=0.0 lumo_ev="-10.2 / -12.5"
C -0.084 3.768 -4.118 0.4 0.7 -0.3 0.044
I 0.896 2.663 -2.459 1.3 2.1 -1.4 0.042
H -1.159 3.614 -4.246 0.3 -0.3 0.5 0.006
H 0.491 3.500 -5.019 -0.2 0.0 0.5 0.005
H 0.137 4.795 -3.806 -0.1 -0.3 -0.2 0.004
Os -0.622 1.081 -1.146 -1.9 -1.2 2.5 2.922
P -0.391 -0.120 -3.074 1.0 -2.3 -3.6 0.141
C 1.400 -0.321 -3.536 -0.2 0.2 -0.1 0.047
C -0.910 -1.866 -3.180 -0.4 0.0 0.5 0.042
H -0.667 -2.243 -4.181 0.0 0.2 0.1 0.008
H -1.234 0.003 -5.328 0.1 0.1 0.1 0.000
H -1.985 -1.958 -3.002 0.1 0.0 0.0 0.005
H -2.341 0.810 -4.197 0.2 -0.2 0.0 0.002
H 1.973 -0.659 -2.666 -0.2 0.1 0.0 -0.011
H -0.376 -2.466 -2.439 -0.1 0.1 -0.1 -0.007
C -1.288 0.675 -4.467 0.0 0.0 0.1 -0.009
H 1.483 -1.090 -4.310 -0.2 0.1 0.0 0.006
H -0.895 1.654 -4.750 0.0 -0.5 0.0 0.004
H 1.852 0.604 -3.907 -0.2 -0.4 0.0 0.000
P -1.091 3.029 -0.038 -0.7 3.2 2.3 0.117
C 0.450 3.731 0.687 0.0 0.0 -0.4 0.023
C -2.071 4.301 -0.907 0.1 0.0 -0.2 -0.006
H -2.793 1.962 1.321 0.0 0.1 0.1 -0.001
H -2.522 3.666 1.789 0.1 -0.1 -0.1 0.004
H -1.361 2.400 2.280 -0.1 0.1 -0.3 -0.002
C -2.035 2.732 1.484 -0.3 -0.6 0.0 0.031
H -2.974 3.868 -1.357 0.3 0.0 0.3 0.001
H -2.375 5.026 -0.142 0.1 -0.1 -0.2 0.001
H 0.154 4.304 1.570 0.0 0.0 -0.1 0.005
H 0.994 4.371 -0.012 -0.1 0.0 0.2 0.005
H -1.521 4.827 -1.691 0.1 -0.1 0.2 0.004
H 1.106 2.913 1.011 -0.2 0.1 -0.1 -0.007
Cl -2.958 1.115 -1.583 0.9 0.1 0.1 0.351
O 0.042 0.635 0.815 -0.3 0.5 -1.3 0.130
P 0.431 -0.756 1.380 0.9 -2.7 1.9 0.031
C -0.894 -1.925 1.019 0.5 -0.5 0.0 -0.002
C -1.879 -1.547 0.126 0.1 -0.1 0.2 -0.099
C -2.998 -2.359 -0.049 -0.1 0.0 -0.2 0.032
C -3.099 -3.587 0.608 0.5 -0.2 0.4 0.009
C -2.069 -4.016 1.469 0.4 0.4 -0.2 0.001
C -0.967 -3.180 1.680 -0.2 0.2 -0.2 -0.001
C 2.029 -1.307 0.771 0.1 0.0 -0.1 -0.003
C 3.187 -0.936 1.479 0.2 0.0 -0.2 0.005
C 4.454 -1.208 0.945 -0.3 0.0 0.2 0.003
C 4.564 -1.826 -0.304 -0.2 0.3 -0.3 -0.002
C 3.410 -2.213 -1.007 0.1 0.0 0.4 0.007
C 2.148 -2.028 -0.428 0.4 0.2 -0.3 0.008
C 0.588 -0.841 3.185 0.0 0.7 0.0 0.002
C 0.054 0.182 3.983 0.1 -0.5 -0.1 0.012
C 0.126 0.075 5.372 0.0 0.1 0.0 0.000
C 0.711 -1.039 5.983 0.0 0.2 -0.4 0.000
C 1.246 -2.053 5.188 -0.1 0.0 -0.5 0.000
C 1.205 -1.957 3.788 -0.1 0.2 0.3 -0.001
H -1.721 -0.577 -0.421 -0.8 -1.4 0.7 0.095
H -3.800 -2.040 -0.696 -0.1 0.0 -0.1 0.003
H -3.952 -4.253 0.455 0.2 0.4 0.0 0.001
H -2.095 -4.995 1.972 -0.2 0.6 -0.3 0.000
H -0.176 -3.495 2.367 -0.4 0.1 -0.3 0.001
H 3.100 -0.490 2.474 0.1 0.0 -0.4 -0.001
H 5.346 -0.928 1.512 -0.3 -0.2 -0.3 0.000
H 5.552 -1.983 -0.746 -0.4 0.0 0.2 0.000
H 3.506 -2.666 -1.997 0.0 -0.1 0.5 0.000
H 1.273 -2.492 -0.885 0.1 0.3 0.0 -0.005
H -0.425 1.036 3.500 0.2 -0.2 0.3 -0.005
H -0.277 0.877 5.982 0.0 -0.1 0.0 0.000
H 0.759 -1.109 7.071 0.0 0.0 -0.4 0.000
H 1.684 -2.937 5.649 0.0 0.3 -0.1 0.000
H 1.653 -2.748 3.181 -0.1 0.3 0.2 0.000

# 2
14
Properties=species:S:1:pos:R:3:forces:R:3:mulliken_charge:R:1 method="wB97M-V/def2-TZVPD" total_charge=0 e_homo_ev=-8.51 de_lowest_kcal_mol=103.3 lumo_ev=0.6
C 1.101 -0.578 1.472 0.0 0.0 0.0 -1.220
C 0.078 0.049 0.601 0.0 0.0 -0.1 0.462
C -0.133 0.007 -0.785 0.2 -0.3 0.2 0.724
N 0.631 -0.844 -1.642 -0.2 0.0 -0.1 -0.606
C -1.400 0.781 -1.128 0.0 0.1 0.3 -1.261
C -1.699 1.250 0.129 0.0 0.1 0.0 0.025
O -0.864 0.796 1.143 0.0 0.0 -0.2 -0.337
H 0.681 -1.426 2.025 0.1 0.1 -0.1 0.284
H 1.925 -0.941 0.851 -0.1 0.1 0.1 0.328
H 1.477 0.146 2.200 0.0 -0.1 -0.1 0.332
H 0.556 -0.506 -2.597 0.0 0.0 0.1 0.334
H 0.207 -1.768 -1.646 0.1 0.1 0.0 0.252
H -0.062 1.163 -1.135 0.0 0.2 0.0 0.263
H -2.498 1.872 0.511 0.1 -0.1 -0.1 0.421

# 3
10
Properties=species:S:1:pos:R:3:forces:R:3:mulliken_charge:R:1 method="wB97M-V/def2-TZVPD" total_charge=0 e_homo_ev=-8.97 de_lowest_kcal_mol=37.5 lumo_ev=-1.3
C -0.195 0.554 -0.664 -1.1 1.2 -1.0 0.420
C 0.527 -1.919 0.474 1.9 -1.2 -2.6 0.024
C -0.169 1.884 -0.041 2.7 -0.8 -1.2 -0.917
N -0.097 -0.407 -1.284 -1.0 1.0 -0.8 -0.341
O 1.492 -1.365 0.087 -1.1 -2.0 2.1 -0.302
I -0.486 -3.813 -0.796 1.0 1.0 0.6 -0.060
I -0.821 -1.665 1.954 -0.5 0.5 1.4 0.283
H -0.390 2.725 -0.666 -0.1 0.0 -1.2 0.325
H -0.785 2.068 0.768 -1.0 -0.4 2.1 0.323
H 0.925 1.938 0.169 -0.8 0.6 0.6 0.246

# 4
37
Properties=species:S:1:pos:R:3:forces:R:3:mulliken_charge:R:1 method="wB97M-V/def2-TZVPD" total_charge=0 e_homo_ev="-7.60 / -7.62" de_lowest_kcal_mol=0.0 lumo_ev="-2.4 / -1.9"
Sr -0.157 -0.951 -0.817 0.6 0.9 -0.4 2.056
O 2.184 -1.491 -0.571 -0.4 0.4 0.2 -0.724
C 3.038 -1.489 0.392 0.5 -0.2 0.0 0.419
C 4.414 -1.699 0.084 -0.1 0.0 -0.2 -0.573
C 5.395 -1.734 1.038 0.0 0.0 0.1 -0.410
C 5.077 -1.581 2.396 0.0 0.0 0.0 -0.692
C 3.764 -1.387 2.735 -0.1 0.0 0.0 -0.749
C 2.728 -1.323 1.778 0.2 -0.1 -0.1 0.796
C 1.419 -1.043 2.303 -0.1 0.2 0.2 -0.456
N 0.351 -0.796 1.645 0.2 -0.1 0.0 0.073
C -0.860 -0.463 2.354 -0.2 -0.2 0.3 -0.853
C -1.459 0.810 1.790 0.0 0.3 0.3 -0.754
N -1.649 0.701 0.354 -0.2 0.2 -0.2 -0.166
C -2.456 1.540 -0.190 0.0 -0.1 0.4 -0.324
C -2.771 1.710 -1.576 -0.1 0.1 -0.4 0.566
C -3.823 2.612 -1.859 0.1 -0.1 0.1 -0.683
C -4.255 2.870 -3.131 0.0 0.0 -0.1 -0.694
C -3.616 2.215 -4.196 0.0 0.0 0.1 -0.343
C -2.582 1.349 -3.967 0.1 -0.1 -0.1 -0.596
C -2.100 1.057 -2.660 -0.1 0.1 -0.1 0.571
O -1.105 0.250 -2.517 -0.3 0.2 0.0 -0.953
H 4.655 -1.829 -0.964 0.0 0.0 0.0 0.390
H 6.424 -1.888 0.738 0.0 0.0 0.0 0.363
H 5.844 -1.616 3.158 0.0 0.0 0.0 0.392
H 3.500 -1.267 3.781 0.0 0.0 0.0 0.289
H 1.385 -1.007 3.401 -0.1 0.0 0.0 0.128
H -0.707 -0.337 3.435 0.1 -0.1 0.0 0.424
H -1.578 -1.283 2.217 0.0 0.1 0.0 0.247
H -0.764 1.633 2.001 0.0 0.0 0.0 0.296
H -2.396 1.029 2.317 0.0 0.0 -0.1 0.459
H -3.000 2.231 0.470 0.0 0.0 0.0 0.230
H -4.306 3.112 -1.026 0.0 0.0 0.0 0.289
H -5.065 3.562 -3.311 0.0 0.0 0.0 0.390
H -3.940 2.403 -5.213 0.0 0.0 0.0 0.359
H -2.080 0.852 -4.787 0.0 0.0 0.0 0.384
O -0.132 -3.370 -1.273 -0.3 -0.9 -0.5 -0.207
O 0.622 -3.381 -0.328 0.4 -0.7 0.5 0.059

# 5
62
Properties=species:S:1:pos:R:3:forces:R:3:mulliken_charge:R:1 method="wB97M-V/def2-TZVPD" total_charge=0 e_homo_ev=-6.11 de_lowest_kcal_mol=0.0 lumo_ev=0.2
Cs 0.007 0.477 -0.259 0.1 0.0 -0.7 1.414
C -4.741 -0.098 1.380 0.0 0.1 -0.3 -0.584
C -3.519 0.265 0.776 -0.2 0.2 -0.2 -0.455
N -2.359 0.172 1.366 -0.2 -0.2 0.6 0.035
C -2.305 -0.355 2.629 0.2 0.1 -0.1 0.249
C -3.470 -0.809 3.287 0.0 -0.1 0.1 1.335
C -4.705 -0.633 2.626 -0.1 -0.1 0.1 -0.666
C -3.390 -1.458 4.538 0.0 0.0 0.0 -1.047
C -2.156 -1.679 5.082 0.0 0.0 0.1 -0.943
C -0.992 -1.207 4.468 0.0 0.0 -0.1 -0.454
C -1.011 -0.472 3.280 0.1 -0.1 0.0 -0.873
N 0.096 -0.001 2.638 0.0 0.0 0.0 0.613
C 1.231 0.274 3.319 0.0 0.1 0.0 -0.572
C 1.302 0.638 4.673 0.0 -0.1 -0.1 -0.176
C 2.514 0.830 5.338 0.0 0.0 0.1 -1.108
C 3.718 0.718 4.694 0.1 0.0 0.0 -1.012
C 3.717 0.454 3.307 0.1 0.0 0.0 1.264
C 4.917 0.370 2.565 0.1 0.0 0.1 -0.728
C 4.878 0.164 1.222 0.0 0.0 -0.1 -0.515
C 3.617 0.040 0.607 0.0 0.0 0.1 -0.880
N 2.480 0.085 1.251 0.3 0.0 0.4 0.161
C 2.502 0.277 2.600 -0.3 -0.1 0.1 -0.287
H -5.674 0.030 0.848 0.0 0.0 0.0 0.378
H -3.516 0.656 -0.244 0.0 0.0 0.2 0.362
H -5.617 -0.948 3.119 0.0 0.0 0.0 0.408
H -4.292 -1.803 5.028 0.0 0.0 0.0 0.374
H -2.075 -2.227 6.014 0.0 0.0 0.0 0.373
H -0.034 -1.408 4.925 0.0 0.0 0.1 0.636
H 0.373 0.733 5.218 0.1 0.0 0.1 0.640
H 2.503 1.073 6.395 -0.1 0.0 0.0 0.331
H 4.653 0.834 5.226 0.0 0.0 0.0 0.413
H 5.867 0.478 3.078 0.0 0.0 0.0 0.451
H 5.785 0.095 0.635 0.0 0.0 0.0 0.487
H 3.555 -0.108 -0.458 0.0 0.0 -0.4 0.447
C 2.579 3.988 4.004 0.0 0.0 0.0 -1.484
C 2.711 3.792 2.535 0.1 0.0 -0.2 0.863
C 3.884 3.617 1.852 -0.3 0.0 0.0 -0.634
C 3.802 3.447 0.454 0.2 0.0 0.0 1.124
N 2.675 3.494 -0.225 0.0 0.0 0.0 -0.484
C 1.520 3.721 0.433 -0.2 0.0 -0.1 -0.576
S 0.031 3.906 -0.311 0.1 0.1 0.0 -0.321
N 1.575 3.811 1.807 0.0 0.0 0.1 0.107
C 5.048 3.245 -0.356 0.0 0.0 0.0 -1.446
H 3.541 3.852 4.489 0.0 0.0 0.0 0.335
H 1.874 3.266 4.419 0.0 0.0 0.0 0.307
H 2.210 4.995 4.209 0.0 0.0 0.0 0.455
H 4.825 3.579 2.378 0.0 0.0 0.0 0.331
H 0.680 3.914 2.267 0.0 0.0 0.0 0.346
H 5.909 3.021 0.270 0.0 0.0 0.0 0.334
H 5.252 4.155 -0.924 0.0 0.0 0.0 0.425
H 4.892 2.443 -1.075 0.0 0.0 0.0 0.327
Cl 0.755 -6.324 -1.959 0.0 0.0 0.0 -0.225
C 0.312 -5.084 -0.829 0.0 0.0 0.0 0.407
C -0.058 -5.407 0.465 0.0 0.1 0.0 -0.426
C -0.398 -4.370 1.317 0.0 -0.1 -0.1 -0.643
C -0.353 -3.068 0.841 0.0 0.0 0.1 -0.287
N 0.003 -2.763 -0.407 0.0 0.0 0.0 -0.172
C 0.329 -3.756 -1.226 0.0 -0.1 0.0 -0.515
H -0.076 -6.439 0.790 0.0 0.0 0.0 0.430
H -0.694 -4.566 2.339 0.0 0.0 0.0 0.437
H -0.605 -2.240 1.495 0.0 0.0 0.0 0.525
H 0.616 -3.495 -2.239 0.0 0.0 0.0 0.386

# 6
8
Properties=species:S:1:pos:R:3:forces:R:3:mulliken_charge:R:1 method="wB97M-V/def2-TZVPD" total_charge=0 e_homo_ev=-10.40 de_lowest_kcal_mol=38.4 lumo_ev=0.2
N 1.573 0.214 0.132 0.9 0.1 -1.1 -0.505
N -1.960 -0.332 -0.195 -1.2 -1.3 -0.4 0.295
O -0.855 -0.401 0.626 0.6 -0.1 0.3 -0.205
O -2.497 -1.384 -0.218 0.3 1.0 0.0 -0.318
O -0.261 1.645 -0.695 -0.3 0.9 -1.4 -0.464
S 0.149 0.981 0.489 1.1 -1.0 1.2 0.644
H 1.977 -0.542 0.611 -0.1 -0.7 2.8 0.278
H 1.875 -0.183 -0.750 -1.2 1.2 -1.4 0.275